# 1
A molecular structure, C9H32F2InNO13S2 at a distorted geometry. Source: the Open Molecules 2025 dataset; level of theory: ωB97M-V/def2-TZVPD.

XYZ file:
```
60
Properties=species:S:1:pos:R:3:forces:R:3
In -25.366 7.005 16.451 -0.7 0.3 0.0
O -26.358 8.898 18.624 -0.2 1.0 0.4
C -27.372 9.738 19.067 1.0 -0.4 0.7
C -27.160 10.734 20.318 0.4 -1.3 -0.2
O -26.541 10.320 21.506 -0.8 0.4 -2.0
H -28.151 8.983 19.169 -0.6 -0.4 0.9
H -27.799 10.300 18.237 0.1 0.6 -0.3
H -28.131 11.158 20.574 -0.5 -0.3 0.2
H -26.700 11.629 19.898 0.7 0.2 0.2
N -27.357 5.370 17.707 1.6 -4.7 1.3
S -28.783 5.424 18.313 -5.9 5.4 0.4
O -28.957 5.937 19.666 0.6 -1.8 -1.3
O -29.733 4.469 17.789 1.1 0.9 0.8
F -29.038 6.797 17.536 -0.8 0.1 -0.5
S -27.107 3.825 18.361 4.9 -1.3 0.5
O -27.878 2.693 17.821 1.4 1.1 0.4
O -26.812 3.824 19.790 -1.1 -0.2 -2.4
F -25.605 3.667 17.703 -1.7 -0.1 0.3
C -26.794 5.931 22.306 -1.0 -0.1 -0.9
O -26.813 6.879 21.198 0.8 -0.3 1.3
H -26.494 4.943 21.956 0.6 0.1 0.1
H -26.222 6.272 23.169 0.4 0.2 -0.6
H -27.798 5.744 22.687 -0.4 0.4 0.0
H -27.509 6.626 20.588 -0.2 -0.3 0.2
C -28.223 0.117 19.879 -0.5 -0.2 -1.0
O -28.236 0.194 18.445 -0.6 -3.3 2.2
H -28.561 -0.818 20.325 0.1 -0.3 -0.9
H -27.242 0.390 20.270 0.3 0.6 -0.1
H -28.952 0.889 20.122 -0.1 0.8 0.5
H -28.068 1.091 18.148 0.7 2.9 -0.7
C -28.769 9.002 14.819 -1.6 0.1 -1.7
O -27.720 8.893 15.711 0.8 -0.3 1.1
H -28.563 8.395 13.938 0.3 0.3 0.0
H -29.747 8.657 15.153 0.1 -0.4 0.7
H -28.978 10.035 14.542 0.4 0.2 -0.3
H -28.042 9.260 16.538 0.3 -0.1 0.2
C -32.284 6.819 18.363 0.3 0.2 0.0
O -33.446 6.243 18.894 -0.4 -0.4 0.2
H -32.273 6.850 17.273 -0.1 -0.2 -0.2
H -32.116 7.844 18.694 0.0 0.1 0.2
H -31.457 6.202 18.715 0.0 0.1 -0.1
H -34.176 6.865 18.955 0.1 0.2 -0.1
C -23.530 3.275 21.642 -2.1 -2.0 1.3
O -23.839 4.526 22.193 1.2 1.0 -0.8
H -23.361 2.659 22.525 0.7 -0.2 -0.2
H -24.493 2.884 21.313 -0.3 -0.4 -0.6
H -22.842 3.007 20.840 0.7 1.2 0.1
H -23.914 5.139 21.458 -0.2 0.4 0.1
C -30.381 7.877 21.587 1.9 -1.2 0.5
O -30.731 9.174 21.902 -1.0 1.4 -0.2
H -30.411 7.210 22.449 -0.9 -0.3 0.1
H -30.900 7.466 20.721 -0.3 0.3 0.3
H -29.311 7.811 21.394 0.3 0.2 -0.6
H -30.208 9.513 22.632 0.1 -0.2 0.0
C -28.296 5.129 14.335 -2.1 -1.0 -1.6
O -27.316 6.093 14.141 1.4 0.8 0.9
H -28.436 4.690 15.323 0.8 0.3 0.0
H -29.273 5.515 14.045 -0.3 0.5 0.4
H -28.212 4.362 13.566 0.5 -0.6 0.4
H -27.054 6.085 13.218 0.0 0.0 0.0
```
Positions in Å, forces in eV/Å.

Properties
**Charge**: +1
**HOMO (alpha / beta)**: -0.422 / -0.422 Ha
**Strongest force on any atom**: 8.0 eV/A
**Spin multiplicity**: 2
**Gap between HOMO and LUMO (alpha / beta)**: 2.3 / 7.2 eV
**E_LUMO (alpha / beta)**: -0.3392 / -0.1580 Eh

***

# 2
9 unconnected molecules or ions with the total composition C9H32N16O11 at a distorted geometry. Source: the Open Molecules 2025 dataset; level of theory: ωB97M-V/def2-TZVPD.

XYZ file:
```
68
Properties=species:S:1:pos:R:3:forces:R:3
C -25.418 13.647 22.922 0.3 0.6 -1.1
O -26.522 13.685 23.470 -3.1 0.8 1.9
O -24.681 14.663 22.770 1.2 3.1 0.7
O -25.039 12.624 22.360 1.4 -4.3 -1.3
C -26.859 10.019 24.783 -2.3 -0.8 5.1
O -26.949 9.113 25.574 -0.5 -3.0 1.3
N -26.096 10.136 23.824 6.1 -1.2 -6.9
N -27.421 11.160 24.983 -4.3 5.0 1.7
H -25.873 11.091 23.582 0.7 -0.2 -1.0
H -25.434 9.384 23.699 0.1 0.4 -0.3
H -27.378 11.884 24.280 0.0 0.2 0.1
H -28.197 11.258 25.621 0.3 -0.3 0.0
C -22.790 11.093 20.047 1.7 -2.1 -4.5
O -22.475 10.580 18.945 -0.2 0.5 0.8
N -23.670 10.638 20.863 -3.4 -2.2 2.4
N -22.247 12.166 20.528 2.6 3.6 0.6
H -24.310 9.921 20.552 0.1 0.3 0.0
H -24.030 11.381 21.444 -0.9 -0.3 0.6
H -21.459 12.556 20.031 -0.2 0.0 0.3
H -22.397 12.414 21.495 0.2 0.2 -0.3
C -29.170 15.446 25.215 -2.0 -0.8 -0.3
O -30.194 15.603 25.819 -2.2 1.5 2.4
N -28.004 15.933 25.351 4.2 3.9 3.4
N -29.104 14.688 24.201 -1.7 -5.4 -6.3
H -27.248 15.546 24.804 0.3 0.3 0.7
H -27.942 16.515 26.174 1.2 -0.1 -0.1
H -28.247 14.381 23.764 0.1 0.2 0.0
H -29.940 14.367 23.733 0.1 0.0 0.5
C -26.928 16.777 21.121 0.4 -1.5 0.7
O -27.303 17.726 20.516 -1.3 3.4 -2.3
N -27.163 16.634 22.406 -0.6 0.9 1.5
N -26.317 15.756 20.581 1.7 -2.7 -2.7
H -26.754 15.866 22.919 -0.1 0.4 0.4
H -27.554 17.533 22.650 0.0 -0.6 1.6
H -25.761 15.103 21.115 -0.2 0.3 0.2
H -26.091 15.836 19.600 0.0 0.0 0.2
C -28.036 12.832 19.776 -0.8 -1.6 -0.2
O -28.746 12.724 18.845 -3.8 0.4 -4.5
N -28.465 13.041 20.985 -2.0 1.1 2.1
N -26.808 12.444 19.750 3.9 -0.2 0.3
H -27.777 13.159 21.716 -1.1 0.1 1.0
H -29.471 12.972 20.935 0.1 0.5 1.5
H -26.377 12.554 18.843 0.7 0.2 0.5
H -26.538 12.840 20.639 3.1 -0.6 -0.5
C -22.948 16.028 19.794 1.5 3.0 -2.2
O -22.365 16.769 19.018 1.3 0.4 -1.6
N -23.089 16.404 21.035 -1.0 -0.5 2.9
N -23.546 14.925 19.410 -1.2 -1.7 0.3
H -23.705 15.786 21.545 0.1 0.6 1.1
H -22.568 17.168 21.441 -0.4 -0.3 -0.4
H -23.989 14.459 20.188 0.0 -1.2 -0.8
H -23.390 14.583 18.472 -0.2 -0.1 0.6
C -24.684 16.587 25.952 -0.4 -3.8 0.0
O -24.891 17.315 26.841 -1.1 3.0 5.1
N -24.709 15.240 25.975 0.3 -2.0 0.8
N -24.523 17.023 24.760 0.9 2.5 -5.2
H -24.503 14.751 25.115 -0.2 -0.2 0.2
H -24.962 14.702 26.791 0.3 0.4 -0.2
H -25.047 17.875 24.618 0.5 0.0 -0.5
H -24.439 16.359 24.005 -0.4 0.1 -0.4
C -21.463 13.371 23.619 1.1 0.5 2.5
O -20.328 13.217 24.082 0.5 0.1 -0.8
N -21.934 14.404 22.984 0.9 3.6 -2.4
N -22.447 12.583 23.998 -0.4 -2.6 0.9
H -22.921 14.547 22.827 -0.5 -0.3 0.1
H -21.374 15.245 22.970 0.1 -0.4 -0.3
H -23.366 12.633 23.582 -0.2 -0.6 0.2
H -22.022 11.901 24.609 -1.2 -0.7 -0.1
```
Positions in Å, forces in eV/Å.

Properties
**Charge**: -2
**HOMO**: -0.161 Ha
**Relative energy (zero: lowest compared OMol25 entry of this formula, charge and spin)**: 628.9 kJ/mol
**Strongest force on any atom**: 9.3 eV/A
**Gap between HOMO and LUMO**: 8.9 eV
**E_LUMO**: 0.1665 Eh

***

# 3
A molecular structure, C9H33AsB3F6NNaOSn2 at a distorted geometry. Source: the Open Molecules 2025 dataset; level of theory: ωB97M-V/def2-TZVPD.

XYZ file:
```
57
Properties=species:S:1:pos:R:3:forces:R:3
Na 1.404 -2.450 2.113 0.1 -0.3 0.7
Sn -2.121 1.353 2.926 1.0 -2.2 -1.2
Sn -1.398 -2.170 -0.616 1.7 0.3 0.8
B 0.697 -4.164 -0.027 -0.4 0.0 -0.6
H -0.025 -4.390 -0.961 -0.7 0.2 -0.7
H 1.352 -3.233 -0.209 1.0 1.4 -0.4
H 0.071 -3.960 0.926 -1.4 0.3 1.6
H 1.350 -5.129 0.133 0.3 -0.5 0.1
B -3.610 -0.820 1.420 1.0 0.8 -0.1
H -3.054 -1.183 2.419 0.2 0.1 1.1
H -2.667 -0.448 0.765 0.4 0.0 -0.9
H -4.169 -1.723 0.908 -0.4 -0.5 -0.1
H -4.292 0.157 1.480 -0.6 0.7 0.4
B 0.010 -0.440 1.382 -0.8 1.0 0.1
H -0.538 -1.330 1.860 -1.2 -1.3 0.9
H 0.544 0.212 2.212 0.4 0.3 0.6
H 0.781 -0.918 0.678 1.3 -0.1 -1.5
H -0.796 0.232 0.813 -0.3 0.5 -0.6
As 0.576 -1.345 5.432 0.8 -1.0 0.6
F 1.649 -2.526 6.073 -0.1 0.0 -0.4
F 1.261 -0.166 6.476 -0.5 0.1 -0.3
F -0.547 -0.122 4.768 -0.5 0.7 -0.7
F -0.085 -2.487 4.253 0.4 0.3 -0.2
F -0.660 -1.826 6.523 0.1 0.4 -0.1
F 1.780 -0.915 4.190 -0.6 -0.2 0.0
C -1.201 1.631 -1.691 -0.1 0.3 0.6
C 0.153 1.063 -2.099 -0.8 0.0 0.7
N 0.047 -0.319 -2.569 0.2 -0.9 0.3
C 1.369 -0.795 -3.018 0.2 0.4 -1.5
C 2.399 -1.121 -1.960 0.0 -0.3 0.1
C -0.993 -0.666 -3.545 -0.4 0.0 -0.3
C -0.932 -0.019 -4.922 -0.3 -0.1 -0.2
H -1.793 0.869 -1.174 -0.2 -0.1 -0.3
H -1.789 2.114 -2.470 0.0 -0.4 -0.3
H -1.099 2.396 -0.919 0.3 0.1 -0.1
H 0.668 1.747 -2.782 0.0 -0.3 -0.3
H 0.764 0.984 -1.198 0.1 0.2 0.0
H 1.218 -1.615 -3.728 -0.1 -0.6 0.7
H 1.782 -0.098 -3.766 0.0 0.6 0.5
H 2.188 -2.120 -1.584 0.3 0.0 0.1
H 3.396 -1.100 -2.399 0.0 -0.2 -0.1
H 2.447 -0.444 -1.107 -0.3 0.2 -0.1
H -1.987 -0.447 -3.138 0.1 0.0 0.2
H -0.926 -1.751 -3.678 0.0 0.0 0.1
H -1.565 -0.562 -5.628 0.0 -0.2 0.2
H 0.076 -0.066 -5.330 0.0 0.4 0.0
H -1.377 0.975 -4.912 0.6 0.2 0.0
C 1.735 2.878 0.742 0.0 -0.8 1.3
C 0.487 3.661 1.019 -0.3 0.3 -1.3
O -0.549 3.103 1.361 -0.4 -0.3 1.0
C 0.469 5.124 0.690 -0.1 -0.2 -0.5
H 1.972 2.685 -0.303 -0.3 0.5 -0.2
H 1.563 1.912 1.223 0.3 -0.1 -0.1
H 2.606 3.336 1.212 0.0 0.2 -0.1
H -0.493 5.405 0.262 -0.2 -0.1 0.3
H 1.196 5.303 -0.102 0.3 0.3 0.4
H 0.654 5.727 1.579 0.2 0.1 -0.1
```
Positions in Å, forces in eV/Å.

Properties
**Charge**: +1
**HOMO**: -0.463 Ha
**Relative energy (zero: lowest compared OMol25 entry of this formula, charge and spin)**: 102.8 kJ/mol
**Strongest force on any atom**: 2.7 eV/A
**Gap between HOMO and LUMO**: 7.0 eV
**E_LUMO**: -0.2050 Eh

***

# 4
8 unconnected molecules or ions with the total composition C9H33B2F3O8S at a distorted geometry. Source: the Open Molecules 2025 dataset; level of theory: ωB97M-V/def2-TZVPD.

XYZ file:
```
56
Properties=species:S:1:pos:R:3:forces:R:3
O -0.539 -1.111 0.649 0.2 0.0 -1.1
H -0.052 -1.332 1.521 -0.1 -0.2 1.6
H -1.428 -1.576 0.547 -0.4 0.2 1.0
H -0.642 -0.117 0.535 -0.4 -0.6 0.8
B -2.582 0.517 3.492 0.0 0.2 0.1
H -2.438 -0.543 3.068 0.0 -1.6 -0.4
H -3.386 1.094 2.889 -1.5 0.8 -0.6
H -2.812 0.485 4.640 -0.6 -0.1 2.1
H -1.589 1.086 3.378 1.2 0.8 -0.1
B -2.986 0.758 0.086 0.0 0.1 -0.8
H -2.613 0.026 0.876 0.3 -0.9 1.0
H -2.115 1.482 -0.189 1.3 1.4 -0.4
H -3.240 0.180 -0.897 -0.5 -1.0 -1.7
H -3.909 1.353 0.449 -1.3 0.9 0.4
C 2.194 2.982 1.640 -0.6 -1.3 0.2
F 2.183 3.865 0.621 -0.4 0.3 0.0
F 2.909 1.928 1.165 0.3 0.3 0.3
F 2.904 3.563 2.626 0.4 0.1 0.1
S 0.495 2.329 2.295 -3.3 -1.2 0.3
O 0.033 1.437 1.227 1.8 0.9 0.0
O 0.682 1.672 3.570 1.9 0.9 -0.9
O -0.320 3.531 2.378 1.2 0.6 -0.3
C -3.078 -3.802 0.165 -0.2 1.6 0.8
O -3.108 -2.795 1.093 0.8 -1.1 -1.4
H -2.232 -3.790 -0.568 0.6 -0.2 0.1
H -3.092 -4.814 0.629 0.0 -0.5 -0.2
H -3.913 -3.751 -0.580 -0.6 -0.3 0.0
C 1.906 -2.324 2.881 -1.4 0.8 0.8
O 0.669 -1.776 3.084 0.4 -0.4 -1.4
H 2.535 -1.684 2.227 0.4 -0.4 -0.3
H 2.477 -2.407 3.840 0.3 -0.1 0.2
H 1.842 -3.383 2.530 0.4 -0.2 -0.5
C 1.241 1.797 -2.711 0.8 1.7 -0.4
C -0.126 2.305 -2.199 0.8 -2.3 -2.3
C -0.705 3.443 -3.014 0.9 1.3 1.4
O -0.971 1.176 -2.516 -0.1 0.7 1.4
H 1.167 1.312 -3.686 -0.3 -0.6 0.3
H 1.802 1.254 -1.951 -0.4 -0.5 -0.1
H 1.919 2.636 -2.948 -0.1 0.3 0.2
H 0.063 2.510 -1.144 -1.0 0.1 0.2
H -1.005 3.209 -4.031 0.1 -0.4 0.0
H 0.059 4.236 -3.014 -0.2 0.2 -0.3
H -1.539 3.825 -2.420 -0.3 0.0 -0.4
H -1.682 1.220 -1.831 -0.3 -0.7 0.2
C 3.377 -1.427 -1.980 -0.2 -0.8 0.9
C 2.053 -1.821 -1.316 -0.9 1.7 1.3
C 0.949 -1.992 -2.298 -0.5 0.1 -1.0
O 2.218 -2.899 -0.429 1.1 -1.1 -0.5
H 3.311 -0.550 -2.622 -0.3 -0.2 -0.2
H 3.714 -2.323 -2.510 0.4 0.2 -0.2
H 4.071 -1.164 -1.180 0.2 -0.2 -0.1
H 1.718 -0.957 -0.726 0.3 0.0 0.1
H 1.225 -2.693 -3.097 -0.1 0.0 -0.1
H 0.778 -0.988 -2.701 -0.1 -0.2 -0.4
H -0.015 -2.276 -1.878 0.2 -0.2 0.3
H 1.624 -2.921 0.333 -0.1 0.6 -0.2
```
Positions in Å, forces in eV/Å.

Properties
**Charge**: -4
**HOMO**: 0.172 Ha
**Strongest force on any atom**: 3.5 eV/A
**Gap between HOMO and LUMO**: 3.6 eV
**E_LUMO**: 0.3035 Eh

***

- The lowest strongest force on any atom belongs to which entry?
  C9H33AsB3F6NNaOSn2